{"formula": "C5H8O", "method": "ωB97M-V/def2-TZVPD", "elements": ["O", "C", "C", "C", "C", "C", "H", "H", "H", "H", "H", "H", "H", "H"], "coordinates": [[-2.2391, 0.1517, -0.7576], [-1.2703, 0.5958, 0.0841], [-1.5172, 1.5321, 1.0533], [0.1046, 0.1336, 0.0509], [0.6606, -0.9797, -0.4601], [2.1665, -1.1973, -0.3226], [0.8511, 0.9190, 0.1500], [-0.0125, -1.6634, -0.9687], [-0.6482, 1.8369, 1.6125], [-2.9588, 0.7783, -0.6540], [2.3734, -2.0755, 0.2861], [2.4630, -1.4028, -1.3635], [2.6045, -0.2641, 0.0100], [-2.5775, 1.6355, 1.2796]], "nbo_charge": [-0.67, 0.31, -0.54, -0.29, -0.14, -0.64, 0.21, 0.20, 0.22, 0.48, 0.22, 0.21, 0.21, 0.20], "fmax_ev_per_a": 2.8, "e_homo_ev": -8.3, "smiles": "C=C(O)/C=C/C", "total_energy_ha": -270.4840, "total_charge": 0, "homo_lumo_gap_ev": 9.22, "molar_mass_g_mol": 84.12, "spin_multiplicity": 1}

***

{"formula": "C5H8O", "method": "ωB97M-V/def2-TZVPD", "elements": ["O", "C", "C", "C", "C", "C", "H", "H", "H", "H", "H", "H", "H", "H"], "coordinates": [[-1.3458, 1.0432, 1.1067], [2.6658, 0.4719, -0.2389], [-1.1853, -0.8168, -0.5401], [-2.0413, -0.0003, 0.4717], [1.3753, -0.2141, -0.2053], [0.2486, -0.6317, -0.3081], [-2.8642, 0.4783, -0.0679], [3.3815, 0.0954, 0.4958], [3.1064, 0.3792, -1.2369], [2.4965, 1.5369, -0.0451], [-2.4796, -0.6875, 1.2106], [-0.5112, 0.6759, 1.4332], [-1.3673, -0.4585, -1.5592], [-1.4793, -1.8720, -0.5166]], "nbo_charge": [-0.71, -0.68, -0.50, -0.05, 0.00, -0.04, 0.18, 0.23, 0.24, 0.24, 0.15, 0.47, 0.23, 0.23], "fmax_ev_per_a": 0.6, "e_homo_ev": -9.5, "smiles": "CC#CCCO", "total_energy_ha": -270.4794, "total_charge": 0, "homo_lumo_gap_ev": 10.48, "molar_mass_g_mol": 84.12, "spin_multiplicity": 1}

***

{"formula": "C5H8O", "method": "ωB97M-V/def2-TZVPD", "elements": ["O", "C", "C", "C", "C", "C", "H", "H", "H", "H", "H", "H", "H", "H"], "coordinates": [[-0.2797, -0.7163, -1.0856], [1.9985, -0.3501, -0.1077], [-1.5707, -0.3385, -0.7435], [0.9901, -0.0159, 0.9450], [-2.0927, 0.4547, 0.1839], [0.5827, 0.1928, -0.4910], [1.1478, 0.8629, 1.5522], [-3.1510, 0.4579, 0.3603], [0.6042, 1.1904, -0.9248], [0.5006, -0.8335, 1.4540], [-2.2277, -0.9842, -1.3168], [2.1875, -1.3922, -0.3218], [2.8423, 0.3039, -0.2567], [-1.5319, 1.1679, 0.7523]], "nbo_charge": [-0.48, -0.43, 0.15, -0.45, -0.53, 0.07, 0.22, 0.22, 0.19, 0.23, 0.18, 0.22, 0.21, 0.20], "fmax_ev_per_a": 3.2, "e_homo_ev": -9.2, "smiles": "C=COC1CC1", "total_energy_ha": -270.4726, "total_charge": 0, "homo_lumo_gap_ev": 10.42, "molar_mass_g_mol": 84.12, "spin_multiplicity": 1}

***

{"formula": "C5H8O", "method": "ωB97M-V/def2-TZVPD", "elements": ["O", "C", "C", "C", "C", "C", "H", "H", "H", "H", "H", "H", "H", "H"], "coordinates": [[0.6589, -1.7417, 1.0048], [-0.9932, -0.3391, 0.0525], [-1.5306, 1.0811, -0.0805], [0.4429, -0.4073, 0.5719], [1.4552, -0.0428, -0.4387], [2.3498, 0.1518, -1.2221], [-0.9475, 1.6747, -0.7933], [-2.5686, 1.0683, -0.4267], [0.5402, 0.2858, 1.4241], [-1.0397, -0.8645, -0.9069], [3.1360, 0.3159, -1.9264], [-1.5131, 1.6006, 0.8844], [1.6114, -1.8711, 1.0943], [-1.6016, -0.9118, 0.7627]], "nbo_charge": [-0.70, -0.40, -0.61, 0.03, -0.03, -0.24, 0.21, 0.22, 0.18, 0.21, 0.24, 0.20, 0.48, 0.22], "fmax_ev_per_a": 0.5, "e_homo_ev": -10.2, "smiles": "C#C[C@H](O)CC", "total_energy_ha": -270.4800, "total_charge": 0, "homo_lumo_gap_ev": 11.14, "molar_mass_g_mol": 84.12, "spin_multiplicity": 1}